[1]
Entry from OMol25: a cluster of 4 separate species, C18H46NO18P4 in total in a non-equilibrium geometry (ωB97M-V/def2-TZVPD).

Calculated values
gap between HOMO and LUMO	4.9	eV
energy above the lowest of the compared OMol25 structures with the same formula, charge and spin	152.7	kcal per mole
E_LUMO	0.09	eV

Structure (ORCA input):
```
! wB97M-V def2-TZVPD RIJCOSX def2/J DEFGRID3
* xyz -1 1
C 0.5861 5.1950 0.1808
C -0.4955 5.1091 1.2834
O -1.7956 4.9375 0.7573
C -2.2082 3.5708 0.7930
C -3.1788 3.3140 -0.3618
O -3.5206 1.9486 -0.5148
C -4.3951 1.4650 0.4786
C -4.2997 -0.0630 0.6797
O -3.0134 -0.6049 0.5085
C -2.0747 0.0326 1.3635
N -0.9412 -0.8341 1.6241
C 0.2610 -0.4393 0.8638
P -0.0257 -0.0900 -0.9171
O 0.0921 1.3919 -1.1249
C 1.2633 -1.6557 0.9133
O 2.4393 -1.4854 1.2997
O 0.7787 -2.7516 0.5680
H 0.9201 6.2296 0.0528
H 1.4659 4.5883 0.4230
H 0.1992 4.8032 -0.7640
H -0.5058 6.0462 1.8586
H -0.2319 4.3284 2.0115
H -2.6727 3.3591 1.7705
H -1.3038 2.9563 0.6876
H -4.1136 3.8821 -0.2279
H -2.6756 3.6093 -1.2869
H -4.2868 1.9586 1.4552
H -5.4376 1.6781 0.1386
H -4.9858 -0.5786 -0.0004
H -4.6406 -0.3031 1.7060
H -1.7347 1.0002 0.9675
H -2.6163 0.2653 2.3026
H -0.6932 -0.6551 2.5914
H 0.8076 0.4166 1.2818
H 0.9380 -0.7198 -1.7381
H -1.3309 -0.4786 -1.2878
C 5.1308 -3.9374 -4.6491
O 4.9397 -2.5248 -4.4804
P 4.2952 -2.0296 -2.9990
O 3.8593 -0.6671 -3.3940
O 5.7748 -2.0447 -2.2966
C 6.7940 -1.2149 -2.8247
O 3.5304 -2.1771 -1.5545
C 4.1011 -2.9671 -0.4902
H 5.6636 -4.1001 -5.5845
H 5.7256 -4.3502 -3.8278
H 4.1674 -4.4489 -4.6966
H 6.3827 -0.3421 -3.3328
H 7.4156 -1.7858 -3.5189
H 7.4184 -0.8829 -1.9952
H 4.8491 -2.3786 0.0373
H 4.5403 -3.8871 -0.8789
H 3.3085 -3.2174 0.2093
C -9.4114 1.9573 -3.7031
O -8.5810 1.9738 -2.5294
P -8.2656 3.4794 -1.8460
O -7.0923 3.1055 -1.0234
O -9.6754 3.4277 -1.0176
C -9.9047 2.3548 -0.1122
O -8.2030 5.1290 -1.6788
C -9.3970 5.9238 -1.6931
H -9.6282 0.9207 -3.9505
H -10.3548 2.4817 -3.5188
H -8.8912 2.4205 -4.5428
H -8.9712 1.9430 0.2709
H -10.4778 1.5690 -0.6068
H -10.4929 2.7404 0.7195
H -9.8580 5.9047 -0.7071
H -10.1036 5.5763 -2.4438
H -9.1140 6.9502 -1.9235
C 8.6732 -4.9297 5.2222
O 8.7393 -5.3727 3.8571
P 7.2709 -5.4981 3.0370
O 7.7176 -6.3672 1.9195
O 7.2776 -3.9127 2.6590
C 8.3521 -3.3829 1.8946
O 5.6370 -5.5952 2.8361
C 4.7781 -4.4894 3.1907
H 9.6893 -4.7748 5.5792
H 8.1247 -3.9854 5.2978
H 8.1903 -5.6854 5.8445
H 8.8144 -4.1438 1.2659
H 9.1014 -2.9495 2.5600
H 7.9516 -2.5919 1.2622
H 4.7724 -3.7585 2.3854
H 5.0966 -4.0230 4.1202
H 3.7657 -4.8683 3.3147
*
```

---

[2]
Entry from OMol25: a cluster of 11 separate species, C18H47Cl4F9N5O8 in total in a non-equilibrium geometry (ωB97M-V/def2-TZVPD).

Calculated values
<S²>	0.75
gap between HOMO and LUMO (alpha / beta)	6.2 / 1.9	eV
energy above the lowest of the compared OMol25 structures with the same formula, charge and spin	0.0	kcal per mole
E_LUMO (alpha / beta)	-12.00 / -16.27	eV

Structure (ORCA input):
```
! wB97M-V def2-TZVPD RIJCOSX def2/J DEFGRID3
* xyz 4 2
N -3.7761 1.7260 1.6479
H -3.0007 1.0795 1.6191
H -3.6228 2.4550 2.3299
H -4.6054 1.2050 1.8948
H -3.9344 2.0736 0.7129
N -1.7356 1.5130 -2.0848
H -1.2508 2.0385 -2.7982
H -2.7444 1.5433 -2.1225
H -1.5444 1.9134 -1.1775
H -1.4876 0.5412 -1.9657
N -2.9477 -2.4935 -3.5904
H -2.2325 -2.1514 -2.9647
H -2.5948 -2.4282 -4.5345
H -3.7780 -1.9255 -3.5000
H -3.2526 -3.4000 -3.2659
N -3.6926 -1.2460 -0.4452
H -2.9136 -0.8440 0.0564
H -3.5389 -2.2346 -0.3067
H -3.7236 -1.0270 -1.4307
H -4.5902 -0.9354 -0.1017
N -2.5623 -2.9587 2.2125
H -1.7845 -3.3918 2.6896
H -3.3594 -3.0165 2.8301
H -2.7760 -3.5417 1.4159
H -2.2819 -2.0352 1.9149
O -1.1417 -1.1274 -1.7906
C -0.1867 -1.0841 -0.6894
C -0.4843 -0.2984 0.6173
O -1.7134 -0.3577 1.3512
H 0.8117 -0.7542 -0.9768
H -0.0545 -2.1356 -0.4344
H -0.3155 0.7145 0.2516
H 0.3451 -0.3840 1.3193
C 3.7920 -0.0613 -0.4543
C 3.4680 1.4177 -0.0787
O 3.6049 1.6148 1.3015
C 4.0583 2.7858 1.7315
O 4.3489 3.6803 0.9754
C 4.1657 2.9148 3.2399
F 3.5166 4.0904 3.5492
F 3.5981 1.9092 3.9852
F 5.4589 3.0545 3.5793
H 3.7147 -0.2592 -1.5234
H 3.1358 -0.8462 -0.0784
H 4.8216 -0.2254 -0.1366
H 2.4861 1.6604 -0.4848
H 4.2344 1.9836 -0.6084
C 0.5790 4.5754 1.5826
C 0.4164 3.4893 2.6193
O -0.1105 4.0096 3.8628
C -1.5040 4.1156 4.0217
O -2.3139 3.5755 3.2649
C -1.7975 4.9129 5.1968
F -3.1168 4.8050 5.4570
F -1.0417 4.6136 6.2559
F -1.4938 6.1794 4.8949
H 0.5174 5.5683 2.0281
H -0.0790 4.5067 0.7164
H 1.5610 4.4466 1.1273
H 1.3911 3.1098 2.9260
H -0.1233 2.6054 2.2795
C 2.5490 -3.9478 -2.2531
C 1.0799 -3.8300 -2.5505
O 0.7652 -4.8482 -3.4538
C 0.1827 -4.4363 -4.6317
O -0.2502 -3.3251 -4.8303
C 0.0540 -5.5864 -5.6376
F -0.5644 -6.6154 -5.0088
F -0.7181 -5.2630 -6.6677
F 1.1940 -6.0739 -6.0732
H 2.8729 -4.9462 -1.9590
H 2.8204 -3.2205 -1.4880
H 3.1606 -3.7306 -3.1289
H 1.0432 -2.8443 -3.0143
H 0.4267 -3.9444 -1.6855
Cl -1.5313 -0.3293 6.0222
C -0.5020 0.1672 4.6142
C 1.0071 0.0565 4.8444
Cl 1.5864 1.2367 6.0973
H -0.8394 1.1998 4.5247
H -0.8119 -0.4290 3.7559
H 1.5131 0.3207 3.9158
H 1.3643 -0.9448 5.0850
Cl 2.8026 1.4632 -3.5308
C 1.5572 0.1848 -3.8060
C 1.5877 -0.3810 -5.2031
Cl 0.9540 0.7232 -6.4593
H 0.5675 0.5693 -3.5594
H 1.8350 -0.5633 -3.0634
H 0.9002 -1.2263 -5.2343
H 2.5757 -0.7001 -5.5349
*
```

---

Across the entries above, E takes the values -94910.766 -117760.735 eV, respectively.